Entry 1:
Computed, not measured: a molecular structure, C21H17BIrN9O2 in a non-equilibrium geometry, with wB97M-V/def2-TZVPD.

Each line ends with the Löwdin spin population.
Atoms and positions in Å:
1 C -2.206 -3.545 0.055  0.032
2 C 2.803 4.406 1.735  0.218
3 N 3.957 5.295 2.133  0.011
4 C 1.732 2.269 1.286  0.098
5 C 3.594 -1.923 -1.796  0.026
6 H -1.236 -0.879 -4.975  0.003
7 O 3.674 6.464 2.247  0.092
8 H 4.626 -2.217 -1.891  0.002
9 H 4.400 0.246 3.160  -0.001
10 N 1.400 -1.780 -2.099  0.008
11 C -1.424 1.161 -4.084  0.024
12 H -2.433 2.205 -0.240  0.003
13 H 1.695 6.173 1.232  0.004
14 N -0.525 0.483 -2.153  0.191
15 N -0.445 2.211 0.317  0.139
16 C 0.539 4.392 0.796  0.025
17 H -0.128 -2.740 -3.464  0.000
18 H 2.494 -0.843 2.009  0.003
19 H -1.863 1.775 -4.852  0.002
20 C -1.042 1.539 -2.811  0.029
21 N 1.726 -0.887 -1.141  0.191
22 H -1.085 2.521 -2.370  0.001
23 N 1.676 0.927 1.300  0.147
24 C -1.111 -0.189 -4.154  0.048
25 C 3.059 -0.972 -0.950  0.030
26 H 2.472 -3.168 -3.276  0.003
27 C -0.650 5.022 0.439  0.067
28 C 2.848 2.987 1.867  0.033
29 C 0.605 2.955 0.756  0.092
30 Ir 0.107 0.073 -0.124  2.755
31 C 3.685 0.848 2.616  -0.010
32 N -0.968 -1.709 -0.215  0.189
33 H -1.984 -2.011 1.636  0.003
34 B -0.057 -1.961 -2.572  -0.001
35 H -2.708 4.670 -0.138  -0.001
36 C 2.503 -2.414 -2.503  0.053
37 C -1.594 2.830 0.042  0.058
38 H -0.728 6.104 0.453  0.002
39 N -0.894 -2.431 -1.359  0.008
40 H 4.664 2.716 3.005  0.003
41 C 2.611 0.234 1.976  0.071
42 C -1.628 -3.534 -1.218  0.070
43 C -1.767 -2.387 0.648  0.041
44 C -1.748 4.230 0.096  -0.010
45 C 1.681 5.087 1.247  0.201
46 C 3.824 2.230 2.537  0.082
47 H -2.853 -4.298 0.474  0.002
48 H -1.707 -4.255 -2.018  0.003
49 N -0.572 -0.572 -2.993  0.008
50 H 3.577 -0.330 -0.259  0.001
51 O 5.009 4.757 2.362  -0.046

Calculated values
E_HOMO (alpha / beta) (eV): -17.61 / -17.67
Net charge: +3
HOMO-LUMO gap (alpha / beta) (eV): 6.49 / 3.54
Multiplicity: 6
LUMO level (alpha / beta) (eV): -11.114 / -14.128

Entry 2:
Computed, not measured: a molecular structure, C15H30AsN2O8P2Pd, with wB97M-V/def2-TZVPD.

Each line ends with the Mulliken charge.
Atoms and positions in Å:
1 C -1.734 1.675 -0.932  -0.316
2 H -2.200 2.245 -4.666  0.449
3 H 0.319 -3.810 3.359  0.419
4 H 2.024 -1.581 3.034  0.341
5 H 1.266 1.990 1.124  0.232
6 C 0.334 -3.878 2.271  -1.865
7 O -1.386 -1.848 -0.815  -0.614
8 O 1.625 -1.121 2.284  -0.471
9 C -3.800 3.942 2.754  -1.064
10 O -0.763 -4.365 -0.496  -0.728
11 H -5.165 4.534 1.196  0.423
12 H -0.083 -4.838 1.973  0.395
13 H 3.840 -0.425 -1.264  0.345
14 N -0.979 1.015 -1.818  0.306
15 O 0.983 -2.345 -0.558  -0.561
16 C -0.521 -2.760 1.667  1.440
17 H 3.118 2.726 -2.616  0.409
18 H -4.304 0.994 -0.468  0.438
19 C -1.156 1.203 -3.130  -0.784
20 H -4.519 -0.486 1.509  0.412
21 H -5.646 3.063 2.041  0.413
22 H -3.413 3.033 3.217  0.257
23 C -4.132 0.526 1.631  -0.813
24 H -5.723 1.395 0.469  0.407
25 P 0.033 -1.129 2.269  0.265
26 O -0.477 0.033 1.517  -0.134
27 C -2.686 2.592 -1.334  -0.224
28 H 1.365 -3.829 1.919  0.403
29 C 2.277 2.050 -2.764  -1.189
30 O -0.302 -1.182 3.817  -0.556
31 H -2.965 4.515 2.352  0.307
32 H 2.526 1.320 -3.533  0.375
33 C -4.792 3.615 1.648  -0.802
34 H -2.427 -3.347 1.620  0.407
35 H 4.319 1.057 -0.405  0.425
36 C -2.088 2.108 -3.601  -0.995
37 Pd 0.168 -0.458 -1.102  0.337
38 C -2.850 2.827 -2.692  -0.208
39 C 1.448 2.488 0.173  -0.960
40 H -0.537 0.617 -3.794  0.563
41 H -3.564 3.568 -3.029  0.578
42 As 1.882 1.130 -1.119  0.837
43 H -1.549 1.455 0.114  1.078
44 C -3.401 3.423 -0.295  0.278
45 H -4.482 0.905 2.592  0.372
46 C -4.630 1.399 0.489  -0.798
47 H 2.260 3.208 0.262  0.496
48 P -0.581 -2.955 -0.168  0.781
49 H 0.539 3.002 -0.136  0.252
50 O -3.206 4.627 -0.307  -0.625
51 H 1.575 -2.941 -1.032  0.215
52 H -4.283 4.543 3.525  0.393
53 H 3.323 -0.170 0.421  0.158
54 O -1.855 -2.824 2.196  -0.601
55 H 1.406 2.625 -3.073  0.360
56 H -3.043 0.472 1.653  0.048
57 N -4.197 2.792 0.590  0.231
58 H -1.229 -1.389 4.003  0.395
59 C 3.530 0.318 -0.531  -0.929

Calculated values
E_HOMO (eV): -11.85
Net charge: +1
HOMO-LUMO gap (eV): 8.21
Multiplicity: 1
LUMO level (eV): -3.633

Entry 3:
Computed, not measured: 2 unconnected molecules or ions with the total composition C3H10NO in a non-equilibrium geometry, with wB97M-V/def2-TZVPD.

Each line ends with the Löwdin spin population.
Atoms and positions in Å:
1 H 2.515 0.960 0.277  0.003
2 H -0.795 0.986 -1.326  0.018
3 H 0.373 -0.815 -0.040  0.002
4 C -1.339 0.591 -0.449  0.238
5 H -1.680 1.386 0.215  0.068
6 O 2.014 -0.789 -0.720  0.007
7 C 2.358 0.516 -0.743  0.020
8 H -2.176 0.008 -0.885  0.067
9 C -1.270 -1.003 1.288  0.337
10 H -2.123 -1.537 0.820  0.094
11 H -1.732 -0.305 1.999  0.088
12 H 3.282 0.669 -1.378  0.003
13 H 1.609 1.195 -1.238  0.004
14 H -0.577 -1.605 1.873  0.042
15 N -0.458 -0.258 0.307  0.008

Calculated values
E_HOMO (alpha / beta) (eV): 4.42 / 0.39
Net charge: -2
HOMO-LUMO gap (alpha / beta) (eV): 2.93 / 6.83
Energy relative to the best compared isomer or geometry (same formula, charge and spin) (kcal per mole): 21.7
Multiplicity: 2
LUMO level (alpha / beta) (eV): 7.347 / 7.220

Number 2 is which compound? C15H30AsN2O8P2Pd